1 | DFT (wB97M-V/def2-TZVPD) results for 2 unconnected molecules or ions with the total composition C8H17N.

Each line ends with the natural charge from an NBO analysis.
Atoms and positions in Å:
C: 1.9408 1.8844 0.1202  -0.502
N: 1.2180 0.7660 -0.4503  -0.498
C: 0.3419 0.0413 0.1857  0.228
C: -1.1583 0.1542 -0.0439  -0.128
C: -1.7208 1.2950 0.8234  -0.599
C: -1.8336 -1.1522 0.3989  -0.603
C: -1.4602 0.4151 -1.5230  -0.602
H: 2.8568 2.2602 0.6107  0.219
H: 2.2331 2.8107 -0.4335  0.212
H: 1.2388 2.0280 0.9770  0.200
H: 0.5557 -0.3096 1.2024  0.132
H: -2.8023 1.3684 0.6924  0.222
H: -1.2668 2.2453 0.5469  0.218
H: -1.4851 1.1353 1.8782  0.209
H: -1.6501 -1.3481 1.4538  0.205
H: -1.4835 -2.0007 -0.1803  0.209
H: -2.9100 -1.0846 0.2538  0.210
H: -0.9560 1.3195 -1.8580  0.229
H: -1.0967 -0.4088 -2.1306  0.209
H: -2.5384 0.5094 -1.6798  0.202
C: 2.6015 -1.7401 0.0087  -0.340
C: 1.3502 -2.1596 -0.2762  -0.417
H: 3.2459 -1.2970 -0.7306  0.196
H: 2.9851 -1.7970 1.0167  0.188
H: 1.0014 -2.1860 -1.3004  0.203
H: 0.7924 -2.7492 0.4379  0.200

SMILES string   C/N=C/C(C)(C)C.C=C
HOMO energy   -7.8 eV



2 | DFT (wB97M-V/def2-TZVPD) results for C8H17N in the gas phase.

Each line ends with the natural charge from an NBO analysis.
Atoms and positions in Å:
C: 2.7094 1.1542 0.4844  -0.443
C: 1.9857 0.2570 -0.1970  0.054
C: 2.5692 -1.0623 -0.6008  -0.664
C: 0.3673 0.6876 -0.6698  -0.402
C: -0.6470 -0.1615 0.0139  -0.035
C: -0.7559 -1.5747 -0.5614  -0.619
C: -0.5506 -0.1939 1.5313  -0.646
C: -2.0779 0.7740 -0.5270  -0.197
N: -3.1394 0.8444 0.4412  -0.864
H: 2.2975 2.1104 0.7985  0.192
H: 3.7709 1.0134 0.6888  0.192
H: 2.1869 -1.8739 0.0254  0.217
H: 2.3385 -1.2847 -1.6475  0.213
H: 3.6631 -1.0804 -0.5006  0.216
H: 0.3712 0.5716 -1.7558  0.210
H: 0.2752 1.7405 -0.3911  0.210
H: -1.7320 -2.0098 -0.3215  0.219
H: 0.0033 -2.2433 -0.1494  0.209
H: -0.6400 -1.5824 -1.6489  0.205
H: 0.0129 0.6055 2.0194  0.217
H: -1.5071 -0.1460 2.0587  0.231
H: -0.1117 -1.1127 1.9328  0.213
H: -2.4387 0.2350 -1.4071  0.185
H: -1.8738 1.7899 -0.8768  0.164
H: -4.0938 0.9738 0.1224  0.369
H: -2.9831 1.5682 1.1379  0.354

SMILES string   C=C(C)CC(C)(C)CN
HOMO energy   -8.7 eV



Going by the energies, 2 is most stable and the next is 3.451 eV up.



1 | DFT (wB97M-V/def2-TZVPD) results for C4H6 in the gas phase.

Each line ends with the natural charge from an NBO analysis.
Atoms and positions in Å:
C: -1.0624 0.9459 -0.0286  -0.660
C: -0.3288 -0.2410 0.5165  -0.108
C: 0.9531 -0.6086 0.1429  -0.417
C: 2.1976 -0.4360 -0.2108  -0.234
H: -1.9174 0.6537 -0.6492  0.230
H: -0.3985 1.5776 -0.6231  0.231
H: -1.4674 1.5337 0.8064  0.235
H: -0.8787 -0.8934 1.1942  0.208
H: 0.3334 -1.5629 -0.1383  0.339
H: 2.6251 -1.0250 -1.0235  0.176

HOMO energy (alpha / beta)   -7.8 / -7.8 eV



2 | DFT (wB97M-V/def2-TZVPD) results for C4H6 in the gas phase.

Each line ends with the natural charge from an NBO analysis.
Atoms and positions in Å:
C: 1.8098 0.0784 -0.1875  -0.383
C: 0.5650 -0.3173 0.1602  -0.226
C: -0.5822 0.5244 0.1300  -0.246
C: -1.7759 -0.1363 -0.1376  -0.364
H: 2.5382 -0.6275 0.0083  0.190
H: 2.1378 1.1138 -0.4067  0.197
H: 0.4930 -1.3989 0.5629  0.213
H: -0.5269 1.6402 0.4516  0.229
H: -1.8976 -1.2163 -0.3659  0.196
H: -2.7612 0.3394 -0.2153  0.194

SMILES string   C=CC=C
HOMO energy   -8.8 eV



3 | DFT (wB97M-V/def2-TZVPD) results for 2 unconnected molecules or ions with the total composition C4H6.

Each line ends with the natural charge from an NBO analysis.
Atoms and positions in Å:
C: -0.4382 1.0426 -0.5917  -0.422
C: 0.9262 -0.5415 0.5426  -0.422
C: -0.0738 -0.4095 -0.4857  -0.016
C: -0.3280 0.3568 0.7312  -0.273
H: 0.2258 1.8290 -0.9172  0.196
H: -1.4392 1.0709 -1.0952  0.218
H: 0.7940 -1.4329 1.0563  0.204
H: 1.8962 -0.2100 0.3989  0.191
H: -0.5713 -1.9526 -1.2695  0.085
H: -0.9915 0.2471 1.6303  0.238

HOMO energy   -9.6 eV



Going by the energies, 2 is most stable and the next is 3.284 eV up.



1 | DFT (wB97M-V/def2-TZVPD) results for a molecular structure, CH3N2S.

Each line ends with the natural charge from an NBO analysis.
Atoms and positions in Å:
C: -1.2807 -0.3853 -0.6154  0.371
N: 1.9237 -1.5012 -0.1983  -0.592
N: -1.2504 0.6857 0.0467  -0.783
S: 0.7466 -1.2846 -1.2215  0.708
H: 2.4771 -2.2147 -0.5311  0.374
H: -0.4543 1.0845 0.4174  0.455
H: -2.1234 1.1212 -0.1345  0.468

Charge   +1
HOMO energy (alpha / beta)   -14.8 / -14.8 eV



2 | DFT (wB97M-V/def2-TZVPD) results for 2 unconnected molecules or ions with the total composition CH3N2S.

Each line ends with the natural charge from an NBO analysis.
Atoms and positions in Å:
C: -0.2849 -0.1569 -0.0572  0.313
N: -0.3826 0.9214 -0.8050  -0.550
N: 0.6710 -0.9116 0.3371  -0.669
S: -1.9560 0.1601 -0.2229  0.531
H: -0.1392 2.3547 -0.0327  0.457
H: 1.5978 -0.5019 0.1420  0.453
H: 0.4938 -1.8656 0.6387  0.465

Charge   +1
HOMO energy   -14.9 eV



Going by the energies, 2 is most stable and the next is 0.775 eV up.



1 | DFT (wB97M-V/def2-TZVPD) results for 2 unconnected molecules or ions with the total composition C5H16NO.

Each line ends with the natural charge from an NBO analysis.
Atoms and positions in Å:
C: 0.4820 -0.8819 0.4707  -0.214
C: -0.7076 0.1395 0.0013  -0.210
C: -1.6976 0.6668 0.9385  -0.660
C: -1.1753 -0.8226 -1.1904  -0.393
C: -1.8190 -0.0727 -2.2742  -0.614
N: 1.2224 -0.1072 1.6658  -0.737
H: 0.1782 -1.8627 0.9574  0.226
H: 1.1111 -1.1051 -0.4398  0.239
H: -0.1593 1.0557 -0.4400  0.205
H: -2.6728 0.5287 0.5497  0.263
H: -1.4194 1.5897 1.3393  0.226
H: -1.8490 -0.0525 1.8105  0.209
H: -1.8660 -1.5428 -0.8248  0.212
H: -0.3866 -1.4911 -1.5810  0.204
H: -1.1432 0.4320 -2.9773  0.211
H: -2.5137 0.6238 -2.0115  0.213
H: -2.3985 -0.8070 -2.8147  0.224
H: 1.1718 -0.7413 2.4434  0.423
H: 0.5071 0.5477 2.1392  0.437
H: 2.1184 0.2463 1.3071  0.469
H: 3.3244 0.1921 -0.2688  0.494
H: 2.9997 1.7358 -0.3537  0.530
O: 2.9933 0.9033 0.2286  -0.956

Charge   +1
HOMO energy   -14.2 eV



2 | DFT (wB97M-V/def2-TZVPD) results for 2 unconnected molecules or ions with the total composition C5H16NO.

Each line ends with the natural charge from an NBO analysis.
Atoms and positions in Å:
C: 0.7591 -0.4124 1.2302  -0.235
C: -0.1259 0.6962 0.6102  -0.225
C: -0.4178 1.9184 1.6155  -0.618
C: -1.4991 0.0615 0.2237  -0.462
C: -1.4561 -0.0938 -1.2209  -0.599
N: 1.0644 -1.4655 0.1130  -0.724
H: 1.7417 0.0773 1.6631  0.240
H: 0.3863 -1.0669 2.1040  0.237
H: 0.4402 1.1132 -0.2797  0.194
H: -1.4432 2.3708 1.6947  0.251
H: 0.4245 2.6593 1.5044  0.232
H: -0.0586 1.4438 2.5657  0.215
H: -2.2803 0.7494 0.5373  0.238
H: -1.7584 -0.7539 0.8356  0.224
H: -0.7230 0.5811 -1.6663  0.207
H: -2.5537 -0.0148 -1.5726  0.263
H: -1.0989 -1.1665 -1.5823  0.173
H: 1.5956 -2.2108 0.4067  0.437
H: 1.5996 -0.9161 -0.5787  0.460
H: 0.0832 -1.5593 -0.3969  0.466
H: 1.6672 0.1664 -2.2933  0.486
H: 1.5802 -1.3100 -3.1592  0.515
O: 2.0730 -0.8675 -2.3541  -0.973

Charge   +1
HOMO energy   -14.8 eV



3 | DFT (wB97M-V/def2-TZVPD) results for 2 unconnected molecules or ions with the total composition C5H16NO.

Each line ends with the natural charge from an NBO analysis.
Atoms and positions in Å:
C: -0.0594 0.9588 0.5613  -0.188
C: 0.5450 -0.0080 -0.4728  -0.286
C: 2.0485 -0.2323 -0.0255  -0.587
C: 0.3775 0.3916 -1.9458  -0.421
C: 0.1352 -0.8050 -2.8039  -0.621
N: -1.5565 0.4078 0.8729  -0.730
H: 0.4044 0.9335 1.6485  0.234
H: -0.2670 2.0599 0.2451  0.247
H: 0.2984 -1.1246 -0.3232  0.234
H: 2.4541 -1.1708 -0.5788  0.238
H: 1.9881 -0.3131 1.1293  0.199
H: 2.6857 0.5846 -0.1698  0.215
H: 1.2109 1.0571 -2.3261  0.240
H: -0.6017 0.9644 -2.0078  0.193
H: -0.8008 -1.4317 -2.6346  0.217
H: 1.1260 -1.5431 -2.8634  0.209
H: 0.0132 -0.6059 -3.8380  0.237
H: -1.6544 0.4882 1.9332  0.474
H: -1.6827 -0.5645 0.6461  0.439
H: -2.2623 1.0440 0.4911  0.437
H: -0.9323 -0.8484 3.9811  0.480
H: -1.7994 0.0808 4.6950  0.502
O: -1.6703 -0.3233 3.7859  -0.962

Charge   +1
HOMO energy   -14.5 eV



Going by the energies, 3 is most stable and the next is 0.357 eV up.